The following is a DFT calculation (ωB97M-V/def2-TZVPD) of a molecular structure, C41H44ClN2P2RuS at a distorted geometry.

```
92
Properties=species:S:1:pos:R:3:forces:R:3
Ru -0.08688 0.52949 -0.71852 1.245 -2.603 0.541
Cl -0.11714 2.37865 -2.54337 -0.223 -0.225 0.434
P 2.09596 0.26991 -1.31854 3.625 -0.057 -1.628
P -2.09299 1.34982 -0.14586 -3.811 2.243 1.562
C 2.95797 -1.20133 -0.61599 -0.601 0.106 0.710
C 3.26533 1.58279 -0.82103 0.147 0.409 0.179
C 2.36724 0.10198 -3.11558 0.094 0.528 -0.555
C -3.45969 1.02140 -1.30759 1.235 -0.124 -0.919
C -2.82619 0.65874 1.40572 0.379 0.135 -0.503
C -2.14855 3.16187 0.15655 0.079 0.512 -0.294
C 3.03791 -2.40419 -1.30447 -0.056 -0.325 -0.305
C 3.61825 -3.52547 -0.70706 0.155 0.078 0.462
C 4.11112 -3.44618 0.60235 -0.179 -0.051 -0.229
C 4.01548 -2.24300 1.30793 0.023 0.194 -0.135
C 3.43999 -1.12374 0.70590 0.094 -0.467 -0.159
H 2.65758 -2.47277 -2.32680 0.197 -0.031 0.359
H 3.68794 -4.46193 -1.25774 -0.002 0.234 0.095
H 4.56188 -4.32277 1.07879 -0.157 0.347 -0.242
H 4.40637 -2.16656 2.32769 -0.108 -0.051 -0.388
H 3.38408 -0.18908 1.25278 0.048 -0.054 -0.050
C 1.58367 -0.80243 -3.84109 -0.136 -0.116 0.194
C 1.76911 -0.98039 -5.20281 0.031 -0.117 -0.338
C 2.74374 -0.23066 -5.87370 0.057 0.053 0.062
C 3.50306 0.71031 -5.18221 -0.371 -0.075 0.934
C 3.30310 0.90560 -3.79514 -0.406 -0.910 -0.618
H 0.80362 -1.36754 -3.31120 0.351 0.087 -0.378
H 1.16165 -1.70987 -5.75873 0.314 0.418 0.335
H 2.90529 -0.37190 -6.94482 -0.084 0.025 0.365
H 4.25650 1.30222 -5.68646 -0.103 -0.017 -0.056
H 3.86635 1.65678 -3.26526 0.096 0.031 -0.024
C 4.65348 1.33596 -0.77934 -0.131 0.156 0.234
C 5.53072 2.33200 -0.33117 -0.132 -0.441 -0.251
C 5.04126 3.57736 0.05216 -0.713 0.143 -0.030
C 3.66447 3.84996 -0.03564 0.374 -0.455 -0.181
C 2.78974 2.85546 -0.49045 -0.068 0.168 0.226
H 5.04479 0.36200 -1.08132 -0.083 0.306 0.144
H 6.60305 2.11621 -0.28457 -0.439 0.125 -0.041
H 5.72017 4.34665 0.41020 -0.097 -0.142 -0.058
H 3.27575 4.82718 0.24248 0.112 -0.189 -0.088
H 1.72168 3.07025 -0.60611 0.383 0.001 0.126
C -2.70093 1.32554 2.62772 0.012 0.230 0.273
C -3.13940 0.72063 3.80875 0.148 0.096 -0.696
C -3.70016 -0.55789 3.76567 -0.026 -0.291 -0.222
C -3.82504 -1.22544 2.54158 -0.305 -0.210 0.173
C -3.38969 -0.62464 1.36307 -0.259 0.120 0.343
H -2.26066 2.33070 2.65476 -0.241 -0.494 0.056
H -3.04292 1.25463 4.74288 -0.027 -0.027 0.062
H -4.04571 -1.03423 4.68646 0.103 0.154 -0.331
H -4.28957 -2.22002 2.49755 0.225 0.504 0.079
H -3.52998 -1.12110 0.40997 0.126 -0.163 0.006
C -3.17647 0.60659 -2.61377 -0.173 -0.160 -0.088
C -4.22279 0.27565 -3.48468 1.985 0.057 -0.205
C -5.54654 0.40990 -3.07198 -1.235 0.333 1.029
C -5.84170 0.86473 -1.78736 0.256 0.033 -0.033
C -4.80291 1.16132 -0.89916 -1.590 -0.139 0.468
H -2.13201 0.55098 -2.92512 -0.394 -0.039 -0.055
H -3.98681 -0.08276 -4.49452 -0.159 0.206 0.457
H -6.35043 0.15824 -3.75019 -0.029 0.000 -0.013
H -6.86411 0.98698 -1.46126 -0.044 -0.038 -0.062
H -5.02873 1.50052 0.12452 0.106 -0.148 -0.610
C -3.18970 3.97141 -0.32995 0.308 -0.147 0.365
C -3.19506 5.33981 -0.03458 -0.288 -0.329 -0.304
C -2.15104 5.91506 0.67740 0.178 -0.324 0.067
C -1.07846 5.12870 1.10626 -0.165 -0.324 -0.094
C -1.07445 3.76057 0.84689 -0.143 -0.463 -0.148
H -3.98318 3.52386 -0.93492 0.195 0.365 0.242
H -4.03800 5.94313 -0.37957 0.355 -0.114 0.102
H -2.16070 6.97303 0.89736 -0.018 0.027 -0.021
H -0.24412 5.56327 1.64674 -0.130 0.038 -0.077
H -0.22946 3.13090 1.17061 -0.364 0.408 -0.078
H -1.16715 -1.13392 -0.80163 0.104 1.181 -0.555
H -0.17943 -0.23709 -2.10564 0.012 -0.278 -0.235
C -1.94204 -4.49548 1.72530 -0.057 -0.382 -0.112
C -0.70414 -3.88374 1.08233 0.292 0.168 0.278
N -0.72164 -2.40981 1.18075 0.914 0.304 -0.182
C 0.21438 -1.70230 1.80998 -0.337 -1.482 0.000
S 0.45852 -0.01106 1.54867 0.149 0.465 0.262
N 0.99083 -2.33294 2.76137 -0.023 1.821 -0.615
C 0.34625 -2.92822 3.93974 -0.513 -0.228 0.056
C 1.39461 -3.60497 4.79256 -0.237 -0.054 -0.101
H -2.33113 -3.87388 2.53482 0.097 -0.089 -0.056
H -1.69754 -5.48516 2.12670 -0.181 0.156 -0.099
H -2.72348 -4.61669 0.97207 -0.068 -0.009 0.196
H 0.23075 -4.22879 1.55025 -0.364 0.120 -0.222
H -0.66064 -4.13823 0.01346 0.059 0.132 0.285
H -1.22591 -1.91812 0.40830 0.419 -0.148 0.725
H 1.77141 -1.72002 3.03580 -0.461 -0.455 -0.179
H -0.17398 -2.13507 4.50845 0.162 -0.278 -0.165
H -0.41861 -3.63090 3.58510 0.298 0.120 0.266
H 2.09545 -2.87706 5.18841 0.149 0.090 0.090
H 0.90543 -4.09448 5.62374 -0.010 -0.102 0.268
H 1.94196 -4.35495 4.22839 0.048 -0.059 -0.082
```
Positions in Å, forces in eV/Å.

Summary:
Net charge ... +2
Relative energy (zero: lowest compared OMol25 entry of this formula, charge and spin) ... 88.3 kJ/mol
Energy ... -90709.7599 eV
LUMO energy (alpha / beta) ... -5.5 / -10.3 eV
Frontier orbital gap (alpha / beta) ... 6.07 / 3.21 eV
Multiplicity ... 6